(1)
95
Properties=species:S:1:pos:R:3:forces:R:3 method="wB97M-V/def2-TZVPD" lumo_ev=-4.091 gap_ev=6.877 charge=+1 spin_multiplicity=1 homo_energy_ev=-10.968 energy_ev=-65777.755
Cl 0.162602 -2.912345 1.559248 0.0350 0.3225 -0.4444
O -5.314483 2.576596 -3.124181 0.0548 -0.0268 0.0064
O -1.920952 -1.526203 -2.975523 0.0891 -0.0860 0.1492
O -1.744538 -1.355348 0.805612 0.4244 -0.0937 -0.2304
O -5.611266 1.780225 1.164447 0.1161 -0.2403 0.1212
O -9.411285 1.755364 -0.208562 0.0185 -0.0027 -0.0324
O 4.581140 2.322094 -3.464834 -0.1802 -0.2197 0.1490
O 2.510679 -0.055150 -2.150198 -0.1491 0.3550 0.0590
O 6.111031 -1.545429 2.922351 -0.1807 0.0424 -0.0436
O 8.640446 -3.156044 6.830159 0.1358 -0.0698 0.0411
N 1.104750 -0.160753 -0.383192 -0.8872 -1.8987 1.1301
N -0.275630 1.232395 0.974209 -0.7028 -0.0671 0.2551
N 3.480887 -2.119704 0.739606 -0.4195 0.0734 -0.3538
N 2.151669 1.017438 1.193321 -0.0541 0.4640 -0.3000
C -4.742386 -0.412855 1.446663 0.0094 0.2425 0.1463
C -4.264961 -1.841715 -3.173224 0.1477 0.2955 0.0726
C -4.089787 4.606473 -2.959639 0.0124 -0.1951 -0.2664
C -9.961675 2.477894 -1.007866 0.0040 -0.0140 0.0412
C 4.148768 3.057482 -4.327634 0.0359 0.0088 -0.0378
C 3.109789 0.855959 0.078306 -1.3496 0.3265 -0.9638
C 3.191899 -1.682752 -0.620514 0.2988 -0.1348 1.2093
C -5.028909 3.540241 -2.447516 -0.0824 -0.0280 0.0139
C -2.580285 -3.768087 -3.415343 0.3139 0.1195 0.0626
C 4.788400 3.129750 -5.688017 0.1997 -0.1949 0.1476
C 0.886046 0.687380 0.595048 2.5260 -0.4506 -0.2404
C 2.950022 3.938051 -4.083461 0.0135 -0.1483 0.2559
C -11.136473 3.336947 -0.613049 0.0452 -0.1223 0.2429
C 4.921512 -3.519541 3.490640 -0.0186 0.1033 -0.3031
C 5.790937 -2.323852 3.797506 0.0665 0.1256 0.0647
C 2.527160 -0.308573 -0.763902 1.0136 -0.2017 -0.9225
C -5.592556 3.722593 -1.062575 -0.0834 0.0084 -0.3857
C -9.501630 2.559461 -2.443622 0.1937 -0.1936 0.1194
C -6.497339 0.162707 -0.340430 0.0060 0.2536 0.0566
C 10.608201 -3.100589 5.499656 -0.2554 0.1247 -0.0737
C 6.233577 -2.141540 5.222506 -0.0435 0.2500 -0.3200
C 0.123854 -1.205391 -0.714736 -1.4852 0.8814 -0.9378
C -5.618966 0.627331 0.792622 -0.0898 0.0982 0.0634
C 10.481270 -4.344571 7.748533 -0.2567 0.0248 0.1239
C -0.653008 -1.708896 0.509557 -0.1974 -0.1225 0.3032
C -2.833888 -2.303746 -3.168256 -0.0840 0.0306 -0.0565
C 9.794937 -3.499950 6.705583 -0.0280 0.0062 0.0452
H -4.785772 3.752221 -0.330568 -0.0618 0.1483 0.0676
H 3.225730 4.985824 -4.208831 -0.0807 0.0002 -0.1500
H 11.341370 -3.810069 8.154432 0.1067 -0.1036 -0.0952
H -4.826019 -2.357291 -2.391487 -0.0734 -0.1193 -0.1332
H 3.994379 -3.456800 4.064645 0.0715 -0.1552 0.1416
H -4.718995 -2.045501 -4.143847 -0.0932 -0.1324 0.0732
H -4.166150 0.049341 2.247328 -0.0301 -0.0049 -0.0014
H 3.317096 0.406196 -2.423483 0.0089 0.1358 -0.0472
H -7.187831 -0.604194 0.013851 0.0634 -0.0828 -0.0680
H 9.995418 -2.497178 4.832303 0.0045 -0.0076 0.0219
H 4.159785 0.824261 0.350631 -0.1154 -0.1577 0.1657
H 2.646157 -2.480543 -1.127675 -0.1214 0.2520 -0.0799
H -5.880605 -0.236594 -1.145635 0.0024 -0.1673 0.0091
H 5.635970 2.448884 -5.726751 -0.0164 0.0128 0.0135
H -4.055782 -0.832762 0.713790 -0.1232 -0.1632 -0.0288
H 10.943149 -3.990399 4.964394 0.1657 0.0232 0.0684
H -9.196273 3.580038 -2.680316 -0.1455 0.0204 -0.0955
H 2.870159 1.721751 -0.552066 0.8299 0.0788 0.0266
H -3.069539 -4.366039 -2.644755 -0.1414 -0.0421 -0.1251
H 2.727266 -2.642560 1.160333 0.0398 0.1771 0.1207
H -4.299976 -0.769648 -2.988093 -0.0051 0.0029 -0.0338
H 2.590223 3.787996 -3.066942 0.0174 0.0071 -0.0129
H -0.451412 2.178921 0.668956 0.2096 0.1383 0.4691
H -8.651721 1.895284 -2.592630 -0.0052 0.0259 0.0001
H 3.829361 -1.388767 1.344729 0.3003 -0.2572 0.1122
H 5.140851 4.143937 -5.880890 -0.1394 0.0255 -0.1088
H -2.963381 -4.052067 -4.396055 -0.1344 -0.0810 0.0784
H -6.244009 2.893445 -0.826092 -0.0322 0.0123 0.0696
H 0.538868 -2.050562 -1.258061 0.4571 0.2767 0.0808
H -3.760784 4.348054 -3.964614 -0.0194 -0.0047 0.0193
H 2.152111 3.683330 -4.782519 0.0414 0.1459 -0.0962
H 4.067204 2.841017 -6.454012 -0.0249 0.1741 -0.0402
H 2.330260 0.205640 1.795131 -0.2566 0.4412 0.6157
H -11.359933 3.181831 0.440362 0.0192 -0.0090 -0.0180
H -6.169046 4.648792 -1.011784 0.1646 0.0964 0.0745
H 4.685109 -3.521641 2.428357 0.0443 -0.0351 0.0114
H 6.847767 -1.247459 5.300344 0.0209 -0.0367 0.0136
H -10.899237 4.389942 -0.772768 -0.1021 -0.0005 -0.1438
H -10.308731 2.255196 -3.111683 -0.0258 0.1687 -0.0432
H -5.361263 -1.204963 1.870846 0.0552 -0.1006 -0.1136
H -3.216576 4.678566 -2.308867 -0.0729 0.1593 0.0770
H 10.810689 -5.286758 7.307821 0.1680 0.0618 -0.0022
H -4.601276 5.569344 -2.992253 0.0910 0.0525 0.1463
H 5.443131 -4.444852 3.737698 -0.0926 0.0040 0.1799
H -7.076107 0.997445 -0.721116 -0.1032 -0.0730 0.0289
H -0.631821 -0.754352 -1.381432 0.1629 -0.3404 0.2215
H 4.147935 -1.600065 -1.149099 -0.1789 0.1830 -0.0962
H -12.012545 3.065616 -1.204057 0.0213 0.1467 -0.0956
H 9.785169 -4.557732 8.557065 0.0019 0.0146 -0.0221
H 11.473488 -2.513888 5.811220 0.1022 -0.1382 -0.0292
H -1.509431 -3.962500 -3.386966 -0.0187 0.0054 -0.0234
H 5.361728 -2.029364 5.870342 0.0200 -0.1769 0.0547
H 6.822544 -2.996937 5.543720 -0.1058 -0.0310 0.1473
H -0.998281 0.775246 1.507708 -0.0827 -0.2169 -0.3724


(2)
108
Properties=species:S:1:pos:R:3:forces:R:3 method="wB97M-V/def2-TZVPD" lumo_ev=0.538 gap_ev=10.483 spin_multiplicity=1 smiles="COC(=O)OC.COC(=O)OC.COC(=O)OC.COC(=O)OC.COC(=O)OC.COC(=O)OC.COC(=O)OC.COC(=O)OC.COC(=O)OC" homo_energy_ev=-9.945 energy_ev=-84141.686
O -2.971093 -0.741972 5.143454 6.0142 -5.7294 -2.3608
O -0.798093 7.664028 0.325454 1.6797 -2.6201 -1.9817
O 0.707907 3.915028 6.052454 2.7132 -4.9039 -6.9225
O 1.375907 -2.125972 -6.387546 -5.8299 2.0023 6.2592
O -0.571093 -5.691972 3.654454 0.8420 2.3550 -1.1622
O -0.707093 -1.483972 4.777454 -3.4124 -5.4823 -0.9657
O -2.387093 4.295028 -5.105546 0.7971 -1.8942 1.9918
O 3.165907 -4.003972 -1.210546 0.1275 -1.1769 -2.0457
O 0.455907 -3.706972 3.110454 -1.4758 -2.2287 0.0553
O -2.056093 -1.576972 -0.882546 1.5437 2.8241 1.7125
O 0.009907 5.983028 -1.090546 -1.9408 3.1621 2.5773
O 2.908907 0.610028 0.324454 0.0325 -0.0476 -1.4091
O 0.041907 -0.457972 -5.347546 -0.6025 -2.5455 1.4568
O 2.815907 0.160028 -1.885546 -0.1984 0.8616 1.3864
O -1.481093 -4.409972 1.848454 5.8459 -0.9084 5.9502
O 0.923907 -4.681972 -1.393546 7.2980 -1.4488 -0.9351
O 1.707907 1.833028 5.389454 -1.3782 2.3852 -2.6437
O -1.438093 5.357028 0.746454 4.0626 5.9986 -4.6972
O -1.749093 2.704028 -3.586546 -0.6823 2.6369 -2.2409
O 1.338907 3.371028 3.725454 -0.0657 -2.2463 2.4759
O 1.284907 1.802028 -0.931546 6.1518 -5.0517 0.0839
O 0.244907 -2.450972 -4.241546 -0.2160 3.4863 -1.6322
O 2.765907 -6.020972 -1.940546 1.4378 -0.4747 -0.0830
O -1.948093 0.301028 0.331454 -0.6380 -1.2266 -2.2165
O -0.091093 3.582028 -5.117546 -7.4821 -0.6914 2.6004
O -2.273093 -3.035972 4.826454 0.2965 2.6559 -0.5915
O 0.123907 -0.820972 -0.206546 -7.4444 1.1208 0.0204
C -1.684093 -6.583972 3.463454 0.0837 -0.8012 1.3951
C 1.839907 -7.045972 -2.114546 -1.0120 -1.5772 -4.1199
C -0.870093 1.671028 -3.131546 0.8727 0.0810 -0.6494
C 0.446907 -3.797972 -4.388546 -0.5242 -3.9361 -1.0518
C 0.950907 4.615028 3.212454 -0.6133 2.7352 0.2671
C -1.499093 -2.845972 -1.316546 0.4214 0.2210 2.8693
C -1.988093 -1.731972 4.826454 -6.1948 4.6996 3.2170
C -1.350093 1.276028 1.111454 3.8478 -0.1581 2.3256
C 2.284907 -4.909972 -1.538546 -8.1940 2.1672 1.7265
C 0.499907 0.372028 -6.360546 -0.0052 3.0018 -2.2408
C -3.673093 -3.355972 4.922454 -0.0039 -1.5717 -1.6697
C 1.960907 1.646028 6.760454 -0.0019 -2.1692 0.6840
C 2.644907 -2.711972 -1.370546 0.2952 4.7051 0.5332
C 0.470907 -1.707972 -5.358546 6.6833 -2.3135 -5.0986
C 2.208907 0.125028 -3.254546 -1.5412 1.8892 2.8497
C 0.384907 -2.628972 2.221454 0.4787 5.0061 0.9258
C 2.322907 0.893028 -0.833546 -5.6002 3.6196 -2.0829
C 1.182907 3.069028 5.022454 -1.1778 3.8082 6.4811
C -1.233093 -0.659972 -0.244546 5.2402 -2.6638 -0.6181
C -0.506093 -4.586972 2.864454 -6.2911 -0.4705 -4.8637
C -2.263093 5.095028 -6.281546 1.5062 -0.3025 -0.3289
C -0.748093 6.358028 -0.045546 -3.7855 -5.5939 5.2310
C -1.662093 8.178028 1.326454 -2.3447 1.6308 -3.7009
C 2.205907 1.093028 1.456454 -1.4236 3.4252 -0.3601
C -0.251093 -0.296972 5.050454 3.8917 4.2921 0.6643
C 0.167907 4.590028 -1.341546 -0.5622 0.8033 -3.5783
C -1.385093 3.500028 -4.630546 6.1305 0.8709 -1.9963
H -1.708093 6.024028 -6.139546 -0.4047 0.1455 0.6865
H -1.513093 8.017028 2.317454 0.9393 -1.5096 2.6550
H 1.201907 -0.310972 -3.133546 0.1905 0.9445 -0.0130
H 1.840907 -2.365972 -2.095546 0.5592 -2.0101 0.5275
H 1.246907 -1.927972 2.526454 -1.0515 -1.2256 -0.4053
H -1.855093 -6.909972 2.452454 0.3924 0.1414 -0.4790
H -4.101093 -3.588972 3.924454 0.4942 0.6361 0.3177
H -1.177093 -3.455972 -0.382546 -1.0081 0.7084 -1.8360
H -1.151093 0.804028 -3.752546 0.6313 0.1279 0.5834
H 1.850907 2.195028 1.351454 0.8069 -1.8067 -0.3368
H -1.380093 -7.447972 4.116454 -0.5386 0.7684 -0.7332
H 1.310907 0.555028 1.598454 -0.9044 -0.9697 -0.0003
H -0.780093 0.363028 5.734454 -0.2309 -0.5629 0.3139
H 2.222907 -2.492972 -0.366546 0.4200 0.7365 -0.7761
H 0.050907 5.078028 3.670454 -0.2700 -1.3392 -0.5211
H -2.723093 8.037028 1.018454 0.7145 -0.4957 0.4777
H -1.972093 1.934028 1.653454 -1.7420 0.7440 -0.6134
H 0.062907 -4.337972 -3.552546 -0.9494 0.4134 1.0336
H -3.278093 5.262028 -6.622546 0.1058 -0.0199 -0.1151
H 0.676907 4.760028 -2.342546 0.0393 -1.3124 1.2835
H -0.092093 0.262028 4.152454 -0.2348 0.6558 -0.8818
H -2.285093 -3.147972 -1.943546 -1.1332 -1.3822 -0.2819
H 0.194907 1.996028 -3.214546 -1.0018 -0.4384 -0.1481
H -1.523093 9.239028 1.163454 0.1384 0.3655 0.1758
H -2.628093 -6.154972 3.829454 0.4659 0.1055 -0.0226
H 1.299907 -7.266972 -1.263546 -0.7449 -0.4660 2.0680
H 2.638907 2.392028 7.075454 0.6618 0.6741 0.6722
H -0.146093 -4.197972 -5.250546 0.9236 0.4357 0.3817
H -0.440093 1.834028 0.745454 -1.2889 -0.7480 -0.5887
H 0.795907 -0.531972 5.324454 -0.4407 0.7303 0.6035
H -3.530093 -4.301972 5.358454 -0.6545 -1.3419 0.9504
H -0.680093 -2.724972 -1.949546 1.6237 0.5359 -0.6916
H 2.288907 1.144028 -3.666546 -0.4731 -0.5654 0.0597
H 1.481907 0.847028 -6.133546 -0.6796 -0.5434 0.1470
H -1.604093 4.591028 -6.990546 -0.5210 -0.3537 -0.2496
H 1.037907 -6.779972 -2.883546 1.1380 0.0414 0.9126
H -4.365093 -2.754972 5.469454 0.4030 0.9353 0.4754
H -0.773093 4.068028 -1.591546 0.2791 0.4109 0.7074
H -0.959093 0.723028 1.980454 0.3972 -0.0297 -0.0378
H 0.494907 -2.810972 1.184454 0.0158 -0.9231 -0.8266
H 1.613907 5.444028 3.574454 0.4904 -1.0325 -0.8732
H 1.446907 -4.262972 -4.341546 0.2934 1.3166 -0.8530
H 1.093907 1.572028 7.405454 -0.5037 0.6982 -0.2197
H 2.705907 -0.570972 -3.836546 1.7723 -1.2494 -0.7732
H 3.470907 -1.950972 -1.726546 -1.0328 -1.9880 1.4870
H 2.757907 1.125028 2.350454 1.4269 -0.6176 0.7033
H 2.381907 0.609028 6.864454 0.1091 1.0822 -0.4565
H 0.724907 4.149028 -0.576546 0.8453 -0.8826 0.8624
H -1.085093 1.523028 -2.078546 -0.1618 -0.0517 -0.0398
H 0.874907 4.480028 2.108454 0.0484 0.4171 1.0548
H 2.342907 -7.951972 -2.564546 -0.1437 1.1441 0.8984
H 0.568907 -0.048972 -7.373546 -0.0003 -0.5846 0.7116
H -0.258093 1.203028 -6.470546 0.8706 -0.8109 0.5550
H -0.534093 -1.916972 2.337454 1.2661 -1.8647 -0.0241